Entry 1:
{
  "formula": "CH2NO4S",
  "method": "ωB97M-V with the def2-TZVPD basis set",
  "symbols": ["C", "N", "O", "O", "O", "O", "S", "H", "H"],
  "positions_angstrom": [[0.513, 0.474, 0.193], [1.188, -0.719, -0.054], [1.342, -1.605, 0.811], [-2.134, 1.548, -0.495], [1.521, -0.881, -1.228], [-2.049, -0.677, 0.477], [-1.591, 0.159, -0.621], [0.295, 0.434, 1.292], [0.916, 1.267, -0.374]],
  "lowdin_charge": [-0.167, -0.537, -0.034, -0.565, -0.048, -0.533, 0.726, 0.098, 0.059],
  "homo_ha": -0.1565,
  "multiplicity": 1,
  "charge": -1,
  "relative_energy_kj_mol": 364.54
}

Entry 2:
{
  "formula": "CH2NO4S",
  "method": "ωB97M-V with the def2-TZVPD basis set",
  "symbols": ["C", "N", "O", "O", "O", "O", "S", "H", "H"],
  "positions_angstrom": [[0.417, -0.369, -0.231], [1.185, 0.759, 0.113], [-2.221, 0.291, -0.800], [1.555, 0.691, 1.264], [1.370, 1.762, -0.650], [-1.855, -1.400, 0.876], [-1.570, -0.037, 0.462], [0.951, -1.171, 0.295], [0.169, -0.526, -1.329]],
  "lowdin_charge": [-0.204, -0.515, -0.538, -0.014, -0.039, -0.545, 0.669, 0.087, 0.099],
  "homo_ha": -0.1542,
  "multiplicity": 1,
  "charge": -1,
  "relative_energy_kj_mol": 365.67
}

Entry 3:
{
  "formula": "CH2NOS",
  "method": "ωB97M-V with the def2-TZVPD basis set",
  "symbols": ["C", "N", "O", "S", "H", "H"],
  "positions_angstrom": [[0.531, -0.156, 0.034], [-0.781, 0.149, 0.202], [1.010, -1.668, -0.113], [1.666, 1.041, -0.010], [-1.481, -0.500, -0.131], [-0.945, 1.134, 0.019]],
  "lowdin_charge": [-1.027, -0.012, -0.463, 0.380, 0.075, 0.046],
  "homo_ha": -0.1124,
  "multiplicity": 1,
  "charge": -1,
  "relative_energy_kj_mol": 212.05
}

Number 1: calculated total energy -21582.914 eV. Number 2: calculated total energy -21582.902 eV. Number 3: calculated total energy -15442.063 eV.